Computed, not measured: a single C6H10ClIO4S molecule, with wB97M-V/def2-TZVPD.

Geometry as XYZ:
```
23
Properties=species:S:1:pos:R:3:forces:R:3:nbo_charge:R:1
I 2.909 -1.915 0.151 -0.23 0.02 -0.14 0.15
Cl 1.831 2.509 1.764 -0.37 0.14 -0.64 -0.23
S 1.104 2.336 -0.186 -2.48 -1.01 -0.19 2.13
O -2.009 -1.861 1.843 0.71 -1.80 -2.05 -0.73
O -1.097 -1.606 -1.091 -1.60 3.76 -0.92 -0.72
O 2.131 2.663 -1.091 1.34 1.15 -0.43 -0.91
O -0.196 2.965 -0.324 1.31 -0.21 0.87 -0.89
C -0.109 -0.001 0.590 -1.22 0.52 0.12 -0.51
C 0.860 0.568 -0.330 4.34 1.08 0.03 -0.25
C 2.412 -0.064 -0.681 -1.71 0.74 -0.05 -0.36
C -2.426 -0.939 0.865 -0.02 -0.55 -0.27 -0.09
C -1.345 -0.552 -0.122 -0.58 -0.31 0.19 0.09
C 1.326 0.131 -1.671 -0.12 -1.50 1.87 -0.44
H -0.690 -2.346 -0.764 1.57 -2.76 1.88 0.47
H -2.188 -1.572 2.707 -0.48 0.75 1.49 0.48
H -2.832 -0.155 1.403 -0.14 2.64 0.89 0.17
H -0.321 0.766 1.362 -0.73 0.03 -0.74 0.26
H 0.820 -0.688 -2.029 -1.06 -1.95 -0.67 0.25
H -1.818 0.229 -0.719 0.28 0.12 -0.15 0.20
H 1.378 0.851 -2.379 0.73 2.20 -2.09 0.24
H 0.277 -0.693 1.269 1.06 -1.89 0.56 0.25
H 3.302 0.540 -0.859 -0.51 0.20 0.71 0.26
H -3.319 -1.168 0.294 -0.08 -1.39 -0.29 0.18
```
Positions in Å, forces in eV/Å.

Properties
Energy above the lowest of the compared OMol25 structures with the same formula, charge and spin, kJ/mol: 0.00
HOMO-LUMO gap, eV: 9.387
SMILES: O=S(=O)(Cl)[C@@]1(C[C@@H](O)CO)C[C@@H]1I
HOMO energy, eV: -9.465


Computed, not measured: an isolated ion of composition C6H10ClN2 and charge +1, with wB97M-V/def2-TZVPD.

Geometry as XYZ:
```
19
Properties=species:S:1:pos:R:3:forces:R:3:nbo_charge:R:1
Cl -0.351 2.783 -0.869 -0.19 -0.11 0.19 0.15
N 1.679 -0.861 -0.257 2.84 -0.15 -0.39 -0.55
N 2.515 1.193 -1.032 1.73 -0.27 -0.76 -0.80
C -0.325 1.236 -0.244 3.41 -3.09 0.37 -0.01
C 1.605 0.422 -0.422 -3.38 2.40 -1.89 0.55
C -2.627 0.665 0.399 1.06 3.30 2.46 -0.65
C 0.683 -1.579 0.580 0.49 1.26 -1.28 -0.21
C -0.751 -1.137 0.529 -1.40 -0.70 -1.98 -0.43
C -1.162 0.309 0.240 0.59 0.94 0.49 -0.03
H -2.808 1.807 0.529 0.85 -1.67 -0.32 0.24
H 0.915 -1.341 1.558 1.28 -0.24 2.13 0.21
H 0.738 -2.612 0.346 0.23 -0.89 0.06 0.24
H -3.102 0.312 1.315 0.10 -0.78 -0.41 0.25
H -3.102 0.486 -0.487 -1.72 -1.15 -2.11 0.24
H -1.304 -1.724 -0.265 0.48 0.55 0.64 0.24
H 2.250 2.004 -1.635 -0.14 -0.89 1.33 0.45
H 3.542 0.901 -1.244 -2.56 0.26 0.68 0.42
H -1.081 -1.611 1.464 -0.73 0.92 -0.10 0.26
H 2.686 -1.253 -0.505 -2.93 0.30 0.88 0.42
```
Positions in Å, forces in eV/Å.

Properties
Total charge: +1
Energy above the lowest of the compared OMol25 structures with the same formula, charge and spin, kJ/mol: 297.90
HOMO-LUMO gap, eV: 9.721
HOMO energy, eV: -13.341


Computed, not measured: an isolated ion of composition C6H10ClN2O4S and charge +1, with wB97M-V/def2-TZVPD.

Geometry as XYZ:
```
24
Properties=species:S:1:pos:R:3:forces:R:3:nbo_charge:R:1
Cl -2.395 -2.372 0.225 -0.54 0.36 0.28 0.11
S -2.348 0.935 -0.154 1.64 3.85 2.09 2.35
O 2.798 0.051 -1.109 0.67 2.04 -2.28 -0.71
O -3.514 0.421 -0.669 -3.07 -2.19 -0.55 -0.86
O -2.029 2.271 -0.613 0.53 -0.11 0.14 -0.96
O 0.460 1.796 -0.082 1.70 1.56 1.49 -0.75
N 1.984 -0.029 0.943 -2.10 -0.77 0.38 -0.73
N -2.085 1.066 1.503 -1.30 1.51 0.87 -1.10
C 1.303 -1.725 -0.781 -0.40 0.71 1.60 -0.21
C 0.146 -2.254 -0.400 -0.95 -0.21 0.03 -0.19
C 1.620 -0.281 -0.518 -2.87 1.43 -0.48 0.37
C -1.005 -0.068 -0.375 1.58 -3.16 0.38 -0.40
C -1.036 -1.407 -0.141 0.47 1.23 -0.80 -0.03
C 0.303 0.641 -0.756 -0.47 -1.70 -1.46 0.07
H -2.352 2.028 1.926 0.31 -2.18 -1.15 0.44
H 1.478 -0.699 1.524 0.64 -0.49 0.23 0.44
H -0.191 -3.297 -0.271 1.22 0.30 -0.65 0.27
H 2.189 -2.215 -1.009 1.20 -1.54 -0.55 0.24
H -2.408 0.282 2.086 0.00 0.46 -0.44 0.41
H -0.340 2.359 -0.051 -0.14 -0.23 -0.46 0.54
H 0.094 0.823 -1.829 0.95 -0.09 -0.07 0.22
H 2.814 0.946 -1.574 -0.24 -1.59 0.91 0.53
H 1.519 0.861 1.224 1.09 0.40 -0.44 0.48
H 2.996 -0.135 0.904 0.08 0.42 0.94 0.47
```
Positions in Å, forces in eV/Å.

Properties
Total charge: +1
Energy above the lowest of the compared OMol25 structures with the same formula, charge and spin, kJ/mol: 0.00
HOMO-LUMO gap, eV: 8.753
SMILES: NS(=O)(=O)C1=C(Cl)C=C[C@@]([NH3+])(O)[C@@H]1O
HOMO energy, eV: -13.241


Computed, not measured: a 2-piece molecular cluster, C6H10ClN4O2 overall, with wB97M-V/def2-TZVPD.

Geometry as XYZ:
```
23
Properties=species:S:1:pos:R:3:forces:R:3:nbo_charge:R:1
Cl 1.272 -2.044 -0.579 -0.09 0.51 0.01 -0.24
O -4.275 0.862 -2.111 -1.47 0.67 -2.65 -0.45
O -3.272 -0.087 -0.303 -0.10 -1.15 0.74 -0.58
N -0.678 -0.826 0.556 -0.90 -1.28 0.27 -0.28
N -1.065 -1.157 -1.696 -1.87 -0.35 -2.47 -0.82
N -1.904 -1.913 2.323 0.93 -2.24 0.01 -0.76
N 2.209 0.933 0.467 -0.67 0.14 0.93 -0.56
C -3.816 0.288 -1.255 1.20 0.60 2.07 1.04
C -0.204 -0.692 -0.808 2.74 2.42 1.30 0.38
C 0.303 0.747 -1.021 -0.61 -1.23 -1.56 -0.44
C -1.391 -1.407 1.278 1.34 2.10 -0.22 0.74
C 3.369 1.685 0.898 -1.08 0.63 0.48 -0.41
C 1.365 1.411 -0.486 0.48 -2.07 1.02 0.13
H -1.016 -0.860 -2.712 -0.06 -0.80 2.08 0.45
H -1.658 -1.931 -1.373 0.56 0.51 -1.03 0.41
H -0.098 1.106 -1.979 0.14 0.26 0.68 0.23
H -2.555 -1.490 2.932 -0.96 0.64 0.40 0.46
H 3.400 1.969 1.935 -0.51 -0.14 0.68 0.20
H 1.698 2.366 -0.856 -0.32 0.19 -0.32 0.23
H 3.498 2.604 0.381 -0.18 0.67 -0.84 0.21
H 2.040 0.100 1.065 -0.20 0.84 -1.34 0.41
H -1.422 -2.771 2.622 -0.57 0.39 0.18 0.46
H 4.199 1.106 0.725 2.20 -1.32 -0.45 0.21
```
Positions in Å, forces in eV/Å.

Properties
Total charge: +1
Energy above the lowest of the compared OMol25 structures with the same formula, charge and spin, kJ/mol: 114.98
HOMO-LUMO gap (alpha / beta), eV: 7.671 / 7.671
HOMO energy (alpha / beta), eV: -11.544 / -11.543


Computed, not measured: a single C6H10ClOP molecule, with wB97M-V/def2-TZVPD.

Geometry as XYZ:
```
19
Properties=species:S:1:pos:R:3:forces:R:3:nbo_charge:R:1
Cl 0.512 -0.047 -3.259 0.16 -0.16 0.79 -0.26
P 1.089 -0.987 -1.523 1.15 1.88 0.72 1.08
O 2.069 0.938 -0.483 -0.52 -2.90 -1.83 -0.62
C -0.019 -1.838 0.830 -0.88 -2.56 -2.90 -0.60
C -1.639 -1.065 -0.998 0.65 1.77 -0.93 -0.59
C 1.051 2.458 1.046 1.92 0.98 0.40 -0.66
C 1.032 1.258 0.173 -4.67 -0.45 1.32 0.41
C -0.275 -0.788 -0.324 -1.32 0.22 1.40 -0.46
C -0.240 0.604 0.255 4.33 0.44 -1.83 -0.46
H 1.321 2.097 2.074 0.37 0.79 -0.85 0.23
H 1.739 3.269 0.596 -1.07 -1.15 1.16 0.22
H -2.517 -0.706 -0.461 0.31 -0.22 0.54 0.23
H 0.431 -2.803 0.336 -1.02 1.28 1.08 0.19
H -1.681 -2.090 -1.200 -0.61 -1.67 -0.38 0.20
H -0.898 -2.109 1.462 0.32 0.30 -0.96 0.23
H 0.031 2.773 1.134 -0.34 0.69 -0.02 0.22
H -1.026 1.038 0.814 -0.75 0.07 0.29 0.22
H -1.668 -0.505 -1.952 -0.12 -0.39 0.36 0.22
H 0.689 -1.496 1.480 2.09 1.08 1.65 0.22
```
Positions in Å, forces in eV/Å.

Properties
Energy above the lowest of the compared OMol25 structures with the same formula, charge and spin, kJ/mol: 186.86
HOMO-LUMO gap (alpha / beta), eV: 6.214 / 6.214
HOMO energy (alpha / beta), eV: -7.574 / -7.574


Computed, not measured: C6H10F24Na4O6P4 as an isolated structure, with wB97M-V/def2-TZVPD.

Geometry as XYZ:
```
54
Properties=species:S:1:pos:R:3:forces:R:3:nbo_charge:R:1
P -8.802 11.269 -0.870 3.24 0.76 -0.46 2.60
P -17.956 11.684 4.397 -2.44 0.71 -1.37 2.61
P -13.384 11.696 2.495 3.81 -0.27 0.82 2.60
P -8.222 13.215 3.840 0.70 0.03 1.03 2.60
Na -16.403 10.786 1.587 -0.31 0.16 0.58 0.98
Na -10.514 12.786 1.429 1.26 -0.23 0.33 0.96
Na -15.124 12.283 6.353 -0.36 -0.66 -0.18 0.99
Na -13.874 15.411 2.907 0.30 -0.31 -0.08 1.00
F -16.766 10.674 3.920 0.31 -0.50 -0.46 -0.63
F -14.431 12.569 1.633 -1.89 0.47 0.67 -0.61
F -12.666 11.611 1.077 1.27 -1.18 -0.68 -0.59
F -18.944 10.460 4.769 0.36 0.92 -1.35 -0.56
F -12.140 10.929 3.234 -1.43 -0.11 -0.47 -0.56
F -8.876 9.677 -0.522 0.13 0.04 -0.54 -0.60
F -9.799 13.650 3.873 -1.77 0.44 -0.84 -0.64
F -14.234 11.927 3.802 -0.25 0.51 1.06 -0.59
F -8.855 12.815 -1.174 -0.62 1.74 0.01 -0.59
F -8.491 12.784 5.388 1.08 -0.76 -0.59 -0.58
F -7.878 14.699 4.342 0.19 0.24 -0.40 -0.58
F -14.123 10.281 2.323 -0.81 0.04 -1.09 -0.60
F -8.942 11.064 -2.480 0.02 -1.24 0.83 -0.58
F -8.703 11.775 3.250 0.13 -0.94 1.31 -0.60
F -10.422 11.273 -0.719 -1.50 -0.08 0.40 -0.63
F -6.636 12.874 3.798 -1.39 -0.49 0.45 -0.56
F -18.425 11.771 2.810 -0.22 -0.72 0.55 -0.61
F -8.600 11.628 0.686 -1.80 -0.49 0.88 -0.60
F -18.963 12.809 4.887 -1.33 -0.57 -0.34 -0.57
F -12.452 13.038 2.836 -1.36 1.08 -0.40 -0.62
F -7.188 11.336 -0.877 -0.43 -1.21 -1.36 -0.57
F -17.006 12.944 4.041 2.12 0.42 -0.14 -0.62
F -17.396 11.602 5.844 2.02 0.02 2.60 -0.61
F -8.192 13.594 2.291 0.18 1.73 -1.03 -0.60
O -12.325 7.609 -1.938 -0.35 0.99 0.02 -0.11
O -14.987 7.763 4.532 -0.97 0.46 0.75 -0.50
O -16.963 7.915 5.534 2.75 0.02 -2.19 -0.49
O -15.130 8.963 6.454 -0.70 0.09 -1.22 -0.68
O -12.089 6.691 0.045 0.74 -0.23 0.49 -0.40
O -12.210 5.377 -1.836 0.37 2.50 1.55 -0.38
C -11.709 8.046 0.246 -0.20 0.57 0.59 -0.13
C -12.152 6.433 -1.233 -0.83 -4.22 -1.77 0.91
C -15.656 8.321 5.557 -0.55 -0.68 1.62 1.00
C -17.844 8.314 6.512 -1.13 0.49 2.69 -0.27
C -12.101 8.665 -1.076 0.69 -0.72 0.28 -0.15
C -13.602 8.075 4.431 0.66 0.27 -1.51 -0.25
H -18.302 9.295 6.385 0.27 -0.23 -0.43 0.20
H -13.386 9.142 4.377 -0.28 -0.02 0.73 0.19
H -12.902 7.552 5.082 -0.60 0.01 0.42 0.21
H -12.988 9.283 -0.930 -0.44 0.55 -0.56 0.32
H -12.226 8.404 1.137 -0.36 0.15 -0.22 0.25
H -17.392 8.324 7.504 0.43 0.03 -0.02 0.19
H -13.387 7.761 3.410 0.19 -0.34 0.02 0.17
H -18.636 7.573 6.619 0.05 -0.05 -0.58 0.21
H -10.661 8.216 0.490 0.53 -0.36 -0.36 0.30
H -11.364 9.229 -1.647 0.52 1.19 -0.02 0.37
```
Positions in Å, forces in eV/Å.

Properties
Total charge: +1
HOMO-LUMO gap (alpha / beta), eV: 7.774 / 2.893
HOMO energy (alpha / beta), eV: -13.061 / -13.061
Multiplicity: 2


Computed, not measured: a 2-piece molecular cluster, C6H10F2NO8S2 overall, with wB97M-V/def2-TZVPD.

Geometry as XYZ:
```
29
Properties=species:S:1:pos:R:3:forces:R:3:nbo_charge:R:1
S 0.488 -2.202 -1.394 0.59 0.24 0.66 2.53
S -4.210 2.348 3.664 0.06 -0.06 -0.07 2.56
F -0.164 -1.993 -2.819 -0.15 -0.10 -0.20 -0.50
F 3.640 -2.350 -2.929 -0.06 0.08 0.10 -0.38
O -0.601 -2.378 -0.500 0.03 0.04 -0.17 -0.91
O -0.377 0.439 -0.041 -0.86 0.11 1.52 -0.72
O 1.446 -3.240 -1.574 -0.10 -0.11 -0.08 -0.94
O -3.751 3.540 4.287 0.00 0.04 0.10 -0.92
O -3.019 1.301 3.645 0.07 0.13 -0.05 -0.70
O -5.405 1.729 4.120 -0.09 0.03 0.03 -0.92
O 0.187 1.083 -2.107 0.14 0.19 -0.43 -0.73
O -4.327 2.560 2.095 -0.04 -0.12 -0.09 -0.70
N 1.252 -0.788 -1.159 -0.18 -0.34 -1.04 -0.79
C 0.206 0.399 -1.095 0.27 0.26 -0.43 0.89
C 3.611 -1.203 -2.125 0.12 0.28 0.13 0.21
C 4.097 -1.520 -0.724 0.06 -0.03 -0.06 -0.65
C -2.755 0.858 2.291 0.04 -0.32 -0.22 -0.10
C -3.144 2.040 1.439 0.34 0.09 -0.02 -0.10
C 2.271 -0.476 -2.206 0.13 -0.45 0.41 -0.26
H 1.866 -0.592 -3.211 0.00 0.10 -0.01 0.22
H 4.890 -2.269 -0.775 -0.03 0.03 -0.02 0.22
H 4.522 -0.614 -0.287 -0.09 -0.02 0.06 0.21
H -2.370 2.808 1.441 -0.01 0.01 0.00 0.20
H 3.298 -1.878 -0.081 0.00 -0.07 -0.04 0.23
H 2.484 0.579 -2.050 -0.09 0.01 -0.11 0.23
H -3.378 1.761 0.418 -0.17 0.04 0.02 0.23
H 4.333 -0.519 -2.589 -0.02 -0.13 -0.10 0.15
H -3.380 -0.012 2.085 -0.01 0.01 0.01 0.19
H -1.708 0.591 2.178 0.02 0.07 0.11 0.26
```
Positions in Å, forces in eV/Å.

Properties
Total charge: -1
Energy above the lowest of the compared OMol25 structures with the same formula, charge and spin, kJ/mol: 0.00
HOMO-LUMO gap, eV: 9.096
HOMO energy, eV: -6.131


Computed, not measured: C6H10F3NO as an isolated structure, with wB97M-V/def2-TZVPD.

Geometry as XYZ:
```
21
Properties=species:S:1:pos:R:3:forces:R:3:nbo_charge:R:1
F -3.252 -1.024 -0.705 -0.41 -0.88 0.07 -0.34
F -3.416 1.058 -0.497 -0.17 1.33 -0.42 -0.33
F -2.938 -0.069 1.234 -0.73 -0.53 1.75 -0.32
O -0.513 0.259 -1.637 0.49 -1.74 0.50 -0.72
N -0.791 -2.366 0.249 3.86 0.27 -3.02 -0.78
C -0.446 1.367 0.492 0.05 -1.57 0.46 -0.26
C -2.763 0.015 -0.045 4.86 -0.45 -1.57 0.94
C -0.091 -1.095 0.468 -1.37 -0.09 -1.08 -0.11
C -0.776 0.080 -0.275 -3.16 2.40 0.91 0.24
C -0.814 2.588 0.157 2.20 2.00 3.80 -0.36
C 1.354 -1.095 0.103 1.50 0.32 -1.79 -0.65
H -1.488 2.824 -0.592 -0.94 0.43 -1.66 0.19
H 2.003 -0.465 0.719 -0.25 -0.31 0.32 0.22
H -1.207 0.783 -2.000 -0.66 0.68 -0.49 0.49
H -0.279 -0.834 1.469 0.12 0.13 1.56 0.19
H 1.821 -2.100 -0.046 -0.63 0.77 0.40 0.24
H -0.904 -2.323 -0.790 -0.45 -0.88 1.13 0.35
H 0.094 1.081 1.419 -0.11 1.07 -0.60 0.20
H 1.387 -0.564 -0.879 0.46 -0.72 0.40 0.23
H -1.622 -2.196 0.667 -3.59 -0.07 1.19 0.34
H -0.441 3.493 0.861 -1.08 -2.17 -1.85 0.21
```
Positions in Å, forces in eV/Å.

Properties
Energy above the lowest of the compared OMol25 structures with the same formula, charge and spin, kJ/mol: 267.22
HOMO-LUMO gap, eV: 10.411
HOMO energy, eV: -9.709


Computed, not measured: a single C6H10IN molecule, with wB97M-V/def2-TZVPD.

Geometry as XYZ:
```
18
Properties=species:S:1:pos:R:3:forces:R:3:nbo_charge:R:1
I -3.046 -0.065 0.761 1.12 -0.61 -0.54 0.20
N -1.274 -0.475 -0.377 0.87 3.98 0.75 -0.55
C -0.276 2.023 0.448 -2.55 -0.68 -1.77 -0.45
C 0.192 1.764 -0.940 2.06 -0.10 -0.51 -0.44
C 1.003 -0.276 0.740 -1.64 -1.27 -0.55 -0.44
C -0.018 0.665 0.077 -2.08 -4.29 -1.04 0.18
C 0.871 -1.535 -0.153 0.15 -0.88 -1.30 -0.40
C -0.661 -1.760 -0.271 -0.28 -1.67 0.46 -0.27
H -0.324 1.986 -1.907 0.04 -0.66 1.38 0.25
H 0.619 -0.642 1.755 0.97 1.34 -0.89 0.22
H 0.375 2.409 1.094 2.46 1.75 2.55 0.21
H -1.273 2.297 0.585 -1.49 0.52 0.26 0.23
H 1.268 1.986 -0.971 -0.33 0.04 -0.60 0.20
H 1.308 -2.577 0.175 -0.26 2.38 -0.56 0.23
H 1.261 -1.155 -1.151 -0.23 -1.18 0.88 0.21
H 1.992 0.155 0.614 0.23 -0.07 0.85 0.23
H -0.975 -2.346 0.607 0.11 0.39 0.30 0.18
H -1.040 -2.455 -1.086 0.85 1.02 0.32 0.21
```
Positions in Å, forces in eV/Å.

Properties
Energy above the lowest of the compared OMol25 structures with the same formula, charge and spin, kJ/mol: 248.76
HOMO-LUMO gap, eV: 8.320
SMILES: IN1CCCC12CC2
HOMO energy, eV: -8.381


Computed, not measured: a 2-piece molecular cluster, C6H10IN2 overall, with wB97M-V/def2-TZVPD.

Geometry as XYZ:
```
19
Properties=species:S:1:pos:R:3:forces:R:3:nbo_charge:R:1
I 0.392 -2.926 -2.241 0.32 -0.19 0.57 0.38
N 0.564 2.403 -0.692 -0.48 0.07 0.04 -0.46
N -0.285 0.452 -0.452 -0.11 0.66 -0.08 -0.53
C 0.808 -3.104 0.818 -0.25 -0.05 0.29 -0.77
C -1.934 2.340 -0.360 -0.21 0.09 0.04 -0.67
C 1.597 1.493 -0.759 0.15 -0.55 0.04 -0.19
C 1.373 -2.686 -0.453 -0.31 1.48 -0.91 -0.07
C -0.585 1.756 -0.505 -0.23 0.16 0.01 0.41
C 1.062 0.254 -0.609 0.90 -1.88 0.24 -0.01
H 0.662 3.406 -0.774 -0.16 -0.10 0.02 0.44
H -1.914 3.410 -0.547 -0.03 0.02 -0.02 0.25
H 1.206 -4.103 1.052 0.06 -0.04 -0.10 0.30
H -0.276 -3.185 0.802 -0.01 0.00 0.01 0.24
H 2.611 1.797 -0.909 0.19 0.11 -0.02 0.24
H -0.965 -0.285 -0.337 -0.02 0.16 0.00 0.43
H -2.630 1.876 -1.059 0.02 0.05 -0.03 0.25
H 1.143 -2.459 1.631 0.05 0.05 -0.04 0.28
H -2.316 2.174 0.648 0.02 0.04 0.01 0.25
H 2.403 -2.372 -0.526 0.10 -0.08 -0.08 0.22
```
Positions in Å, forces in eV/Å.

Properties
Total charge: +1
Energy above the lowest of the compared OMol25 structures with the same formula, charge and spin, kJ/mol: 236.29
HOMO-LUMO gap (alpha / beta), eV: 7.558 / 6.182
HOMO energy (alpha / beta), eV: -12.553 / -11.717